# C22H54O15P5

A cluster of 4 separate species, C22H54O15P5 in total (wB97M-V/def2-TZVPD, the OMol25 dataset).

Computed properties:
**LUMO energy**: -0.59 eV
**E_HOMO**: -4.092 eV
**Orbital gap**: 3.501 eV
**Net charge**: -1

Element x y z (Å)
C (-0.23, -2.45, -1.80)
C (0.07, -1.06, -1.90)
C (0.45, 0.51, -2.30)
C (1.97, 1.05, -2.02)
O (2.08, 2.20, -2.98)
P (0.85, 2.21, -4.26)
P (2.28, 1.04, -5.49)
O (3.68, 0.90, -4.79)
O (0.17, 0.65, -3.75)
H (-0.79, -3.50, -1.97)
H (-0.19, 1.22, -1.62)
H (2.87, 0.28, -2.00)
H (1.99, 1.57, -0.95)
H (-0.21, 2.80, -3.42)
H (1.28, 3.48, -4.85)
H (-0.03, 2.11, -5.43)
H (2.51, 1.75, -6.76)
H (1.61, -0.21, -5.77)
O (2.95, 0.62, 2.91)
P (4.43, 0.35, 3.27)
O (4.94, 0.30, 1.69)
C (5.11, 1.53, 1.01)
C (6.45, 2.15, 1.36)
O (4.23, -1.30, 3.45)
C (3.03, -1.81, 4.01)
C (2.12, -2.34, 2.91)
O (6.09, 0.04, 3.66)
C (6.41, 0.08, 5.04)
C (6.25, -1.28, 5.68)
H (4.29, 2.21, 1.24)
H (5.08, 1.31, -0.06)
H (6.47, 2.45, 2.42)
H (6.64, 3.03, 0.75)
H (7.26, 1.43, 1.22)
H (2.52, -1.05, 4.62)
H (3.30, -2.63, 4.68)
H (1.91, -1.58, 2.16)
H (1.18, -2.70, 3.33)
H (2.61, -3.17, 2.38)
H (5.79, 0.83, 5.55)
H (7.45, 0.40, 5.12)
H (5.20, -1.51, 5.85)
H (6.75, -1.32, 6.65)
H (6.65, -2.07, 5.04)
O (-2.25, 6.18, -4.10)
P (-3.56, 6.53, -3.34)
O (-3.34, 8.17, -3.44)
C (-3.65, 8.80, -4.67)
C (-5.14, 9.04, -4.79)
O (-2.88, 6.35, -1.83)
C (-1.91, 5.34, -1.60)
C (-0.52, 5.95, -1.58)
O (-5.01, 6.92, -2.49)
C (-5.85, 5.81, -2.17)
C (-5.49, 5.23, -0.81)
H (-3.29, 8.20, -5.51)
H (-3.12, 9.76, -4.69)
H (-5.69, 8.10, -4.86)
H (-5.37, 9.64, -5.67)
H (-5.52, 9.56, -3.90)
H (-1.99, 4.54, -2.34)
H (-2.12, 4.89, -0.63)
H (-0.30, 6.50, -2.51)
H (0.24, 5.18, -1.45)
H (-0.43, 6.68, -0.77)
H (-5.79, 5.06, -2.95)
H (-6.88, 6.19, -2.14)
H (-4.58, 4.62, -0.88)
H (-6.29, 4.58, -0.44)
H (-5.30, 6.02, -0.08)
O (-0.47, -5.58, 2.25)
P (-1.77, -6.40, 2.05)
O (-1.54, -7.35, 3.39)
C (-1.84, -6.79, 4.66)
C (-3.33, -6.86, 4.93)
O (-1.09, -7.46, 0.96)
C (-0.13, -7.00, 0.03)
C (1.27, -7.39, 0.48)
O (-3.22, -7.31, 1.83)
C (-4.06, -6.88, 0.77)
C (-3.71, -7.57, -0.53)
H (-1.48, -5.75, 4.72)
H (-1.31, -7.37, 5.41)
H (-3.88, -6.21, 4.24)
H (-3.56, -6.54, 5.95)
H (-3.71, -7.88, 4.78)
H (-0.21, -5.92, -0.13)
H (-0.34, -7.48, -0.93)
H (1.49, -7.01, 1.48)
H (2.02, -7.01, -0.21)
H (1.36, -8.48, 0.53)
H (-4.02, -5.79, 0.68)
H (-5.09, -7.15, 1.05)
H (-2.81, -7.13, -0.97)
H (-4.51, -7.45, -1.26)
H (-3.51, -8.63, -0.38)

---

# C22H54O22S5V2

A structure of composition C22H54O22S5V2 (wB97M-V/def2-TZVPD, the OMol25 dataset).

Computed properties:
**LUMO energy (alpha / beta)**: -2.01 / -1.59 eV
**Energy relative to the best compared isomer or geometry (same formula, charge and spin)**: 9.83 kcal/mol
**E_HOMO (alpha / beta)**: -9.041 / -9.137 eV
**Orbital gap (alpha / beta)**: 7.029 / 7.548 eV
**Multiplicity**: 3

Element x y z (Å)
O (-1.97, 0.38, 44.46)
V (-0.45, 0.41, 44.45)
O (-0.12, -2.14, 40.86)
V (0.94, -1.58, 41.90)
C (1.09, 2.41, 40.93)
C (-0.09, 1.54, 41.44)
C (-0.81, 0.94, 40.28)
O (0.36, 0.57, 42.37)
H (1.63, 1.71, 40.29)
H (1.67, 2.81, 41.76)
H (0.66, 3.27, 40.41)
H (-0.75, 2.22, 42.00)
H (-0.18, 0.24, 39.72)
H (-1.16, 1.68, 39.55)
H (-1.71, 0.39, 40.58)
C (3.94, -2.40, 38.94)
C (3.85, -1.33, 40.01)
C (4.36, 0.01, 39.48)
O (2.62, -1.24, 40.65)
H (3.43, -2.25, 37.98)
H (3.63, -3.41, 39.21)
H (4.96, -2.60, 38.60)
H (4.54, -1.65, 40.81)
H (3.64, 0.45, 38.78)
H (5.34, -0.19, 39.04)
H (4.31, 0.86, 40.16)
C (0.51, -2.05, 44.59)
O (0.29, -1.28, 45.59)
O (1.63, -1.94, 43.91)
O (-0.39, -1.82, 43.69)
O (1.70, 1.36, 44.88)
S (3.03, 1.98, 44.90)
O (3.31, 3.28, 45.41)
O (3.93, 0.94, 45.74)
C (3.82, -0.46, 45.51)
C (4.91, -1.07, 46.39)
C (3.80, 1.71, 43.25)
H (3.91, -0.76, 44.47)
H (2.89, -0.91, 45.86)
H (4.56, -1.12, 47.43)
H (5.85, -0.53, 46.39)
H (5.16, -2.12, 46.21)
H (4.87, 1.67, 43.40)
H (3.61, 2.59, 42.64)
H (3.31, 0.87, 42.76)
O (-3.10, 3.17, 42.73)
S (-3.55, 3.63, 41.44)
O (-3.68, 2.70, 40.35)
O (-5.01, 4.30, 41.63)
C (-5.14, 5.20, 42.73)
C (-6.19, 6.28, 42.50)
C (-2.61, 5.06, 40.88)
H (-4.21, 5.63, 43.12)
H (-5.57, 4.60, 43.53)
H (-7.19, 5.92, 42.74)
H (-6.35, 6.45, 41.43)
H (-6.08, 7.26, 42.95)
H (-2.13, 5.48, 41.76)
H (-3.29, 5.69, 40.33)
H (-1.84, 4.74, 40.18)
O (-4.57, -3.45, 35.46)
S (-5.62, -2.53, 35.81)
O (-7.01, -2.72, 35.56)
O (-5.52, -2.27, 37.41)
C (-4.24, -2.00, 37.96)
C (-4.18, -0.60, 38.50)
C (-5.15, -0.93, 35.08)
H (-3.44, -2.19, 37.24)
H (-3.94, -2.70, 38.74)
H (-4.43, 0.17, 37.75)
H (-3.22, -0.28, 38.90)
H (-4.84, -0.40, 39.35)
H (-4.28, -0.53, 35.61)
H (-6.00, -0.26, 35.24)
H (-4.81, -1.10, 34.07)
O (0.13, 3.18, 37.20)
S (0.74, 2.26, 36.27)
O (0.32, 2.25, 34.91)
O (2.32, 2.62, 36.37)
C (3.23, 2.07, 35.41)
C (4.18, 1.13, 36.11)
C (0.79, 0.62, 37.01)
H (3.85, 2.85, 34.97)
H (2.73, 1.67, 34.52)
H (4.69, 0.45, 35.41)
H (3.62, 0.39, 36.70)
H (4.86, 1.56, 36.83)
H (1.35, 0.74, 37.93)
H (1.16, -0.03, 36.22)
H (-0.26, 0.45, 37.25)
O (1.75, 7.96, 38.61)
S (1.66, 6.56, 38.34)
O (1.92, 6.17, 36.98)
O (2.48, 5.57, 39.32)
C (3.39, 4.59, 38.73)
C (4.36, 4.19, 39.83)
C (0.00, 5.96, 38.75)
H (3.82, 5.04, 37.84)
H (2.71, 3.79, 38.42)
H (5.06, 5.00, 40.01)
H (4.93, 3.33, 39.49)
H (3.78, 3.90, 40.71)
H (-0.73, 6.21, 37.98)
H (-0.27, 6.41, 39.71)
H (0.05, 4.88, 38.79)

---

# C22H55ClN16O11P

A cluster of 7 separate species, C22H55ClN16O11P in total (wB97M-V/def2-TZVPD, the OMol25 dataset).

Computed properties:
**LUMO energy**: -3.04 eV
**E_HOMO**: -10.475 eV
**Orbital gap**: 7.440 eV
**Net charge**: +1

Element x y z (Å)
C (3.55, -0.21, 0.46)
C (3.79, 1.07, 1.24)
O (2.61, 1.85, 1.39)
C (2.41, 2.79, 0.35)
C (0.91, 3.07, 0.14)
C (-0.06, 2.06, 0.78)
C (-1.37, 2.00, -0.03)
C (-2.67, 1.90, 0.78)
C (-3.41, 0.59, 1.10)
N (-4.16, 0.83, 2.33)
C (-2.63, -0.72, 1.15)
C (-1.52, -0.71, 2.23)
C (-1.83, -1.68, 3.34)
N (-2.83, -1.47, 4.10)
C (-2.14, -1.27, -0.18)
C (-3.18, -1.32, -1.31)
C (-2.48, -1.27, -2.68)
C (-1.46, -2.39, -2.71)
O (-1.71, -3.54, -2.48)
Cl (0.16, -1.87, -3.08)
C (-4.36, -0.33, -1.26)
O (-4.43, 0.66, -2.28)
N (-3.37, 1.64, -2.23)
O (-3.47, 2.37, -3.12)
N (-4.59, 0.29, 0.12)
P (-5.92, 1.54, -0.04)
O (-7.01, 0.83, -0.74)
H (4.44, -0.84, 0.52)
H (2.70, -0.76, 0.85)
H (3.40, 0.00, -0.61)
H (4.16, 0.85, 2.24)
H (4.57, 1.66, 0.74)
H (2.83, 2.41, -0.58)
H (2.91, 3.73, 0.62)
H (0.69, 4.06, 0.54)
H (0.72, 3.13, -0.94)
H (0.42, 1.08, 0.86)
H (-0.30, 2.38, 1.80)
H (-1.30, 1.23, -0.81)
H (-1.45, 2.94, -0.58)
H (-3.41, 2.58, 0.34)
H (-2.46, 2.35, 1.76)
H (-4.52, -0.05, 2.71)
H (-3.51, 1.14, 3.05)
H (-3.39, -1.45, 1.51)
H (-0.57, -0.98, 1.76)
H (-1.40, 0.29, 2.67)
H (-1.19, -2.56, 3.43)
H (-2.92, -2.20, 4.81)
H (-1.21, -0.79, -0.49)
H (-1.86, -2.31, 0.01)
H (-3.65, -2.31, -1.26)
H (-3.18, -1.48, -3.49)
H (-1.99, -0.32, -2.86)
H (-5.28, -0.88, -1.45)
H (-5.12, -0.45, 0.61)
H (-5.31, 2.62, -0.66)
H (-6.11, 1.89, 1.29)
C (0.20, -4.09, 0.83)
O (0.25, -2.93, 0.45)
N (-0.27, -5.09, 0.02)
N (0.61, -4.47, 2.08)
H (-0.30, -6.05, 0.29)
H (-0.56, -4.83, -0.91)
H (1.03, -3.76, 2.66)
H (0.61, -5.42, 2.39)
C (6.85, -1.95, -1.66)
O (5.93, -2.01, -0.86)
N (8.16, -1.91, -1.26)
N (6.66, -1.90, -3.01)
H (8.92, -1.86, -1.90)
H (8.33, -1.95, -0.27)
H (5.72, -1.92, -3.35)
H (7.41, -1.84, -3.68)
C (8.12, -1.33, -6.78)
O (8.03, -1.41, -5.56)
N (7.81, -0.19, -7.45)
N (8.52, -2.39, -7.54)
H (7.88, -0.10, -8.45)
H (7.52, 0.60, -6.91)
H (8.76, -3.24, -7.07)
H (8.60, -2.35, -8.54)
C (-7.34, -2.77, -1.54)
O (-6.75, -2.58, -0.49)
N (-7.68, -4.02, -1.98)
N (-7.66, -1.73, -2.37)
H (-8.17, -4.19, -2.83)
H (-7.45, -4.79, -1.38)
H (-7.42, -0.82, -2.02)
H (-8.08, -1.83, -3.28)
C (-0.37, 0.70, 5.53)
O (-0.08, -0.44, 5.23)
N (0.57, 1.65, 5.80)
N (-1.68, 1.11, 5.60)
H (0.34, 2.59, 6.06)
H (1.53, 1.37, 5.75)
H (-2.38, 0.41, 5.42)
H (-1.96, 2.04, 5.87)
C (2.68, 6.29, 2.35)
O (1.86, 5.79, 1.59)
N (3.49, 7.32, 1.96)
N (2.85, 5.85, 3.63)
H (4.17, 7.74, 2.56)
H (3.39, 7.66, 1.03)
H (2.29, 5.07, 3.92)
H (3.52, 6.24, 4.26)

---

# C22H57ClIN8O2P2

A cluster of 3 separate species, C22H57ClIN8O2P2 in total (wB97M-V/def2-TZVPD, the OMol25 dataset).

Computed properties:
**LUMO energy**: -2.70 eV
**E_HOMO**: -9.824 eV
**Orbital gap**: 7.123 eV
**Net charge**: +1

Element x y z (Å)
C (-3.21, -4.89, -0.59)
C (-2.31, -3.78, -1.28)
C (-2.18, -4.18, -2.80)
I (-3.94, -3.50, -3.88)
C (-0.91, -3.61, -3.53)
C (-0.56, -4.63, -4.70)
N (0.54, -4.12, -5.53)
C (1.71, -4.00, -4.59)
C (1.46, -2.94, -3.48)
C (2.71, -2.56, -2.61)
C (4.07, -2.59, -3.38)
C (5.33, -2.33, -2.46)
Cl (3.97, -1.27, -4.66)
N (0.27, -3.36, -2.64)
H (-4.07, -5.10, -1.29)
H (-3.66, -4.55, 0.37)
H (-2.66, -5.87, -0.51)
H (-2.86, -2.81, -1.18)
H (-1.34, -3.68, -0.73)
H (-2.11, -5.30, -2.83)
H (-1.13, -2.63, -4.03)
H (-1.50, -4.82, -5.27)
H (-0.27, -5.60, -4.19)
H (0.82, -4.83, -6.22)
H (2.59, -3.77, -5.24)
H (1.85, -5.03, -4.13)
H (1.12, -1.99, -3.99)
H (2.56, -1.49, -2.28)
H (2.80, -3.15, -1.66)
H (4.25, -3.54, -3.93)
H (6.05, -1.72, -3.06)
H (5.82, -3.33, -2.31)
H (5.10, -1.90, -1.46)
H (0.00, -2.61, -1.99)
H (0.49, -4.18, -2.05)
O (-2.53, -0.31, -2.31)
P (-2.32, 1.21, -2.40)
N (-1.13, 1.26, -1.12)
C (-0.86, 2.33, -0.18)
C (0.10, 0.53, -1.41)
N (-3.87, 1.60, -1.75)
C (-4.09, 2.39, -0.55)
C (-4.90, 0.56, -1.82)
N (-2.08, 2.93, -2.76)
C (-3.12, 3.50, -3.66)
C (-0.80, 3.19, -3.47)
H (-0.35, 3.19, -0.63)
H (-0.22, 1.97, 0.63)
H (-1.74, 2.69, 0.33)
H (0.74, 1.06, -2.13)
H (-0.11, -0.46, -1.84)
H (0.69, 0.35, -0.50)
H (-3.82, 1.83, 0.36)
H (-5.15, 2.67, -0.46)
H (-3.56, 3.34, -0.58)
H (-4.77, -0.20, -1.04)
H (-4.90, 0.07, -2.80)
H (-5.90, 1.00, -1.71)
H (-3.19, 2.94, -4.59)
H (-2.90, 4.54, -3.89)
H (-4.11, 3.51, -3.20)
H (-0.71, 2.58, -4.37)
H (0.06, 2.99, -2.84)
H (-0.72, 4.24, -3.76)
O (0.29, 3.14, 3.67)
P (0.87, 2.35, 4.85)
N (0.98, 3.73, 5.90)
C (1.95, 3.98, 6.96)
C (-0.31, 4.33, 6.26)
N (2.40, 2.08, 4.08)
C (3.68, 2.51, 4.61)
C (2.44, 2.21, 2.63)
N (1.38, 1.25, 6.14)
C (1.73, -0.12, 5.66)
C (0.30, 1.02, 7.14)
H (1.80, 3.36, 7.85)
H (1.88, 5.03, 7.29)
H (2.98, 3.87, 6.64)
H (-0.86, 3.72, 6.98)
H (-0.94, 4.45, 5.38)
H (-0.18, 5.33, 6.68)
H (3.81, 3.60, 4.55)
H (4.51, 2.05, 4.06)
H (3.83, 2.17, 5.64)
H (2.47, 3.26, 2.31)
H (1.58, 1.72, 2.17)
H (3.32, 1.71, 2.21)
H (0.90, -0.57, 5.10)
H (1.98, -0.77, 6.50)
H (2.60, -0.12, 5.02)
H (-0.62, 0.68, 6.67)
H (0.08, 1.92, 7.72)
H (0.61, 0.27, 7.88)

---

# C22H57N3O8

A cluster of 5 separate species, C22H57N3O8 in total (wB97M-V/def2-TZVPD, the OMol25 dataset).

Computed properties:
**LUMO energy**: 0.59 eV
**Energy relative to the best compared isomer or geometry (same formula, charge and spin)**: 104.40 kcal/mol
**E_HOMO**: -8.668 eV
**Orbital gap**: 9.256 eV
**SMILES string**: COCCNCCOC.COCCNCCOC.COCCNCCOC.CCO.CCO

Element x y z (Å)
C (-1.38, 9.71, -3.07)
O (-1.79, 8.42, -3.54)
C (-3.07, 8.14, -3.10)
C (-3.44, 6.64, -3.25)
N (-3.25, 6.22, -4.67)
C (-2.79, 4.80, -4.75)
C (-3.68, 3.72, -4.23)
O (-3.32, 2.48, -4.76)
C (-3.95, 1.39, -4.11)
H (-0.39, 9.80, -3.53)
H (-1.33, 9.84, -1.99)
H (-1.97, 10.56, -3.41)
H (-3.79, 8.64, -3.74)
H (-3.10, 8.44, -2.05)
H (-4.50, 6.61, -2.97)
H (-2.94, 6.03, -2.50)
H (-2.60, 6.91, -5.03)
H (-1.83, 4.65, -4.26)
H (-2.77, 4.71, -5.84)
H (-4.70, 4.01, -4.50)
H (-3.52, 3.71, -3.15)
H (-3.57, 0.58, -4.72)
H (-5.04, 1.40, -4.18)
H (-3.47, 1.33, -3.13)
C (-2.37, -6.92, 1.06)
O (-2.70, -6.38, 2.29)
C (-3.81, -5.45, 2.22)
C (-3.37, -3.91, 1.91)
N (-2.81, -3.31, 3.11)
C (-1.41, -3.69, 3.36)
C (-0.40, -3.01, 2.47)
O (-0.74, -1.61, 2.46)
C (0.00, -1.02, 1.44)
H (-1.72, -7.75, 1.34)
H (-1.78, -6.16, 0.55)
H (-3.21, -7.29, 0.46)
H (-4.23, -5.62, 3.21)
H (-4.56, -5.80, 1.51)
H (-4.27, -3.32, 1.71)
H (-2.73, -3.88, 1.04)
H (-2.85, -2.32, 2.90)
H (-1.24, -4.76, 3.45)
H (-1.15, -3.37, 4.37)
H (-0.65, -3.11, 1.42)
H (0.65, -3.21, 2.70)
H (-0.01, 0.07, 1.43)
H (-0.51, -1.25, 0.51)
H (1.06, -1.29, 1.42)
C (8.28, 1.00, -7.65)
O (8.92, 1.61, -6.55)
C (8.54, 2.97, -6.28)
C (8.98, 3.49, -4.96)
N (8.38, 2.88, -3.77)
C (9.01, 3.31, -2.55)
C (8.38, 2.81, -1.32)
O (8.05, 3.91, -0.38)
C (6.81, 4.51, -0.64)
H (8.92, 0.17, -7.94)
H (7.98, 1.69, -8.44)
H (7.28, 0.65, -7.41)
H (7.46, 3.05, -6.16)
H (8.82, 3.55, -7.17)
H (8.89, 4.58, -5.08)
H (10.05, 3.35, -4.81)
H (8.29, 1.89, -3.91)
H (8.98, 4.39, -2.40)
H (10.04, 2.99, -2.65)
H (9.09, 2.03, -1.05)
H (7.44, 2.28, -1.51)
H (6.64, 5.41, -0.05)
H (6.01, 3.83, -0.33)
H (6.64, 4.67, -1.70)
C (-3.04, -11.05, 7.09)
C (-4.26, -10.92, 6.23)
O (-5.37, -10.98, 7.04)
H (-2.12, -10.63, 6.69)
H (-2.69, -12.07, 7.29)
H (-3.30, -10.64, 8.07)
H (-4.29, -11.58, 5.36)
H (-4.22, -9.96, 5.71)
H (-5.46, -10.12, 7.45)
C (-4.39, -1.43, 8.59)
C (-5.71, -2.20, 8.67)
O (-5.77, -3.36, 7.83)
H (-4.44, -0.53, 9.21)
H (-4.39, -0.96, 7.61)
H (-3.50, -2.01, 8.81)
H (-6.55, -1.54, 8.46)
H (-5.91, -2.34, 9.74)
H (-5.43, -3.04, 6.99)